Entry 1:
A single C20H19FN6O2 molecule at a distorted geometry. Source: OMol25; level of theory: wB97M-V/def2-TZVPD.

Element x y z (Å)
F (1.79572, 4.41222, 4.95581)
O (-4.45938, -6.69924, 3.33637)
O (-4.83754, -5.57030, 0.90239)
N (1.61988, 1.63586, -3.30325)
N (-3.48737, -5.97359, 2.64108)
N (2.82240, 2.44998, -0.06585)
N (-2.43325, -3.02760, -1.05076)
N (-0.99810, -1.19733, -1.04880)
N (-1.53925, -2.27950, 0.99954)
C (2.41018, 3.10519, -1.19661)
C (-3.12460, -3.95092, -0.41020)
C (1.00107, -0.48003, -2.04608)
C (-0.06760, -0.25784, -3.10156)
C (2.88843, 2.34373, 2.17792)
C (0.36196, -0.90050, -0.64940)
C (1.59412, 4.23972, -1.07037)
C (1.44776, 4.55103, 2.50556)
C (1.18446, 4.77531, 0.14353)
C (2.34894, 2.94383, 1.02809)
C (-3.79776, -5.24383, 1.53566)
C (-2.29205, -3.19440, 1.58623)
C (2.71122, 2.48403, -2.64852)
C (-1.67808, -2.19817, -0.35870)
C (2.62628, 2.73713, 3.47865)
C (-2.95267, -4.14068, 0.90945)
C (1.85440, 3.85244, 3.65802)
C (-1.38410, -0.80436, -2.45635)
C (0.69288, 0.92561, -2.45909)
C (1.57785, 4.06307, 1.21174)
H (-3.69118, -4.61554, -1.01551)
H (-1.78696, -1.69095, -2.89601)
H (1.06133, 5.55171, 2.54819)
H (-2.08970, 0.01682, -2.37826)
H (3.10081, 3.31448, -3.35358)
H (0.51181, 5.62552, 0.17150)
H (3.12816, 2.17970, 4.17968)
H (3.56618, 1.78087, -2.48184)
H (1.30423, 4.78441, -2.03617)
H (-5.28786, -6.76498, 2.79408)
H (0.05059, -0.50164, -4.16144)
H (2.01939, 1.06275, -4.02278)
H (1.87659, -0.99321, -2.38494)
H (0.10320, 1.56316, -1.70411)
H (0.51308, -0.21224, 0.14158)
H (-2.22481, -3.38400, 2.61847)
H (3.53039, 1.47536, 2.09575)
H (0.90405, -1.82019, -0.37552)
H (-2.47507, -5.97287, 3.05641)

Computed properties:
Relative energy (zero: lowest compared OMol25 entry of this formula, charge and spin): 165.9 kcal/mol
Total charge: 0
HOMO: -8.40 eV
SMILES: O=C(NO)c1cnc(N2C[C@@H]3[C@H](C2)[C@H]3NCc2ccc3cc(F)ccc3n2)nc1

How positive or negative is each atom? The natural (NBO) charges in e answer that: atom 1 (F): -0.338, atom 2 (O): -0.541, atom 3 (O): -0.659, atom 4 (N): -0.639, atom 5 (N): -0.323, atom 6 (N): -0.384, atom 7 (N): -0.499, atom 8 (N): -0.425, atom 9 (N): -0.476, atom 10 (C): 0.202, atom 11 (C): 0.151, atom 12 (C): -0.260, atom 13 (C): -0.255, atom 14 (C): -0.135, atom 15 (C): -0.198, atom 16 (C): -0.254, atom 17 (C): -0.245, atom 18 (C): -0.128, atom 19 (C): 0.123, atom 20 (C): 0.609, atom 21 (C): 0.110, atom 22 (C): -0.244, atom 23 (C): 0.580, atom 24 (C): -0.278, atom 25 (C): -0.271, atom 26 (C): 0.400, atom 27 (C): -0.203, atom 28 (C): -0.032, atom 29 (C): -0.107, atom 30 (H): 0.221, atom 31 (H): 0.235, atom 32 (H): 0.222, atom 33 (H): 0.197, atom 34 (H): 0.209, atom 35 (H): 0.226, atom 36 (H): 0.231, atom 37 (H): 0.198, atom 38 (H): 0.225, atom 39 (H): 0.507, atom 40 (H): 0.229, atom 41 (H): 0.369, atom 42 (H): 0.221, atom 43 (H): 0.215, atom 44 (H): 0.205, atom 45 (H): 0.187, atom 46 (H): 0.221, atom 47 (H): 0.195, atom 48 (H): 0.407


Entry 2:
A molecular structure, C20H19FNO5Se2Tc at a distorted geometry. Source: OMol25; level of theory: wB97M-V/def2-TZVPD.

Element x y z (Å)
Tc (-0.94935, -0.29381, 0.00442)
Se (-1.87325, -1.89351, 1.60412)
Se (0.89465, -0.29381, -1.59428)
F (3.34415, -5.22901, 0.97922)
O (-1.26815, 1.05329, 1.43632)
O (-1.34295, 1.04079, -1.41498)
O (-2.45285, 3.07349, -2.12778)
O (-5.30355, 0.18589, 0.01572)
O (-2.89555, -0.84121, -0.04928)
N (4.40505, -0.27571, -4.69208)
C (1.33155, -4.01771, 1.39352)
C (3.37565, -2.84871, 0.82892)
C (-1.56275, 2.35469, 0.94222)
C (3.58885, -1.36151, -4.62058)
C (3.18435, 0.81899, -2.95438)
C (-4.00125, 0.28619, 0.10272)
C (-2.33545, 2.11439, -1.31078)
C (2.53545, -1.38631, -3.70258)
C (4.22635, 0.80499, -3.88548)
C (-2.79785, 1.09209, 1.85642)
C (1.33785, -1.59341, 1.24732)
C (2.70325, -1.62551, 0.91832)
C (0.65605, -2.79631, 1.48372)
C (0.59905, -0.29381, 1.34682)
C (2.69065, -4.04431, 1.06642)
C (-1.75295, 3.08349, 2.26712)
C (-3.94345, 1.80009, 0.80452)
C (2.33355, -0.28641, -2.86408)
C (-2.70935, 2.10649, 2.98722)
C (-2.96555, 2.70429, 0.07622)
H (-0.39695, -2.78751, 1.73752)
H (-3.17515, 0.08269, 2.31912)
H (0.80045, -4.94281, 1.57712)
H (-5.03085, 2.20809, 1.19492)
H (-2.09395, 4.11919, 2.10042)
H (-3.20685, 3.85919, -0.02658)
H (-1.58005, -1.38591, -1.08768)
H (4.42785, -2.86861, 0.57532)
H (4.89275, 1.65319, -3.96678)
H (3.75735, -2.20541, -5.27608)
H (1.88525, -2.24981, -3.64488)
H (3.24695, -0.70781, 0.73152)
H (3.04115, 1.67839, -2.31208)
H (1.26245, 0.57029, 1.12952)
H (-3.67565, 2.52409, 3.34562)
H (0.19125, -0.17461, 2.37272)
H (-0.73145, 3.05259, 2.77992)
H (-0.60135, 2.54599, 0.51722)
H (-2.06545, 1.59059, 3.78792)

Computed properties:
Total charge: 0
HOMO (spin up / spin down): -7.77 / -7.70 eV

How positive or negative is each atom? The natural (NBO) charges in e answer that: atom 1 (Tc): 0.454, atom 2 (Se): 0.271, atom 3 (Se): 0.139, atom 4 (F): -0.319, atom 5 (O): -0.517, atom 6 (O): -0.702, atom 7 (O): -0.579, atom 8 (O): -0.546, atom 9 (O): -0.717, atom 10 (N): -0.435, atom 11 (C): -0.273, atom 12 (C): -0.260, atom 13 (C): 0.060, atom 14 (C): 0.044, atom 15 (C): -0.292, atom 16 (C): 0.767, atom 17 (C): 0.763, atom 18 (C): -0.285, atom 19 (C): 0.043, atom 20 (C): 0.076, atom 21 (C): 0.066, atom 22 (C): -0.215, atom 23 (C): -0.131, atom 24 (C): -0.587, atom 25 (C): 0.392, atom 26 (C): -0.421, atom 27 (C): -0.301, atom 28 (C): -0.097, atom 29 (C): -0.469, atom 30 (C): -0.327, atom 31 (H): 0.110, atom 32 (H): 0.262, atom 33 (H): 0.236, atom 34 (H): 0.321, atom 35 (H): 0.226, atom 36 (H): 0.292, atom 37 (H): 0.263, atom 38 (H): 0.234, atom 39 (H): 0.203, atom 40 (H): 0.203, atom 41 (H): 0.227, atom 42 (H): 0.225, atom 43 (H): 0.225, atom 44 (H): 0.237, atom 45 (H): 0.242, atom 46 (H): 0.222, atom 47 (H): 0.220, atom 48 (H): 0.229, atom 49 (H): 0.223


Entry 3:
A molecular structure, C20H19FeN5O2SSi at a distorted geometry. Source: OMol25; level of theory: wB97M-V/def2-TZVPD.

Element x y z (Å)
Fe (0.32457, -0.18094, -0.39619)
S (1.25333, -1.34066, -2.08881)
Si (-1.64639, 2.26834, -1.63744)
O (1.04076, -1.43641, 0.92847)
O (2.12848, -3.14580, 1.83393)
N (5.82876, 0.92057, 2.17848)
N (-1.43199, 1.03226, -0.45673)
N (5.58463, 1.51581, -2.20472)
N (1.85511, 1.14282, 0.09018)
N (-1.63831, -1.11766, 0.10916)
C (5.41766, -2.46295, -0.61933)
C (2.00749, -2.29696, 0.96858)
C (-3.67100, -2.28669, 0.38730)
C (-0.04312, 3.21965, -1.70412)
C (5.04722, 1.35690, -1.19592)
C (3.01954, 1.15585, 0.09515)
C (2.82224, -1.84474, -1.43875)
C (3.06325, -2.21007, -0.11275)
C (-1.45813, -3.49186, 0.57517)
C (-1.99754, 1.42422, -3.28565)
C (3.87558, -1.86226, -2.35539)
C (5.17495, 1.02485, 1.23364)
C (4.36437, -2.52073, 0.27545)
C (5.16550, -2.15123, -1.94851)
C (-3.69041, 0.06887, -0.11368)
C (-3.07755, 3.46616, -1.40189)
C (4.39751, 1.17684, 0.05615)
C (-4.36635, -1.09990, 0.15491)
C (-2.28481, -2.25929, 0.35978)
C (-2.28252, 0.02847, -0.15984)
H (4.52435, -2.80323, 1.30730)
H (-1.92879, -4.15401, 1.30114)
H (-1.28000, 0.61854, -3.46463)
H (5.97326, -2.11498, -2.66867)
H (-1.95504, 2.11324, -4.13329)
H (-4.20169, 1.00505, -0.29210)
H (-4.03624, 2.95898, -1.53689)
H (0.14477, 3.73079, -0.75711)
H (3.67052, -1.60870, -3.38758)
H (-0.46411, -3.22088, 0.92087)
H (-1.35471, -4.03466, -0.36756)
H (-3.08070, 3.94393, -0.41921)
H (6.42949, -2.64966, -0.28327)
H (-3.01324, 4.25248, -2.15890)
H (-4.19002, -3.21482, 0.58213)
H (-2.99630, 0.97792, -3.26554)
H (-5.44994, -1.09682, 0.18614)
H (0.79532, 2.54190, -1.87711)
H (-0.04480, 3.96544, -2.50276)

Computed properties:
Total charge: -1
HOMO (spin up / spin down): -5.49 / -5.56 eV
2S+1: 6

How positive or negative is each atom? The natural (NBO) charges in e answer that: atom 1 (Fe): 1.702, atom 2 (S): -0.260, atom 3 (Si): 1.798, atom 4 (O): -0.818, atom 5 (O): -0.640, atom 6 (N): -0.384, atom 7 (N): -1.197, atom 8 (N): -0.392, atom 9 (N): -0.633, atom 10 (N): -0.592, atom 11 (C): -0.232, atom 12 (C): 0.770, atom 13 (C): -0.330, atom 14 (C): -1.125, atom 15 (C): 0.324, atom 16 (C): 0.511, atom 17 (C): -0.164, atom 18 (C): -0.121, atom 19 (C): -0.657, atom 20 (C): -1.130, atom 21 (C): -0.232, atom 22 (C): 0.318, atom 23 (C): -0.171, atom 24 (C): -0.182, atom 25 (C): -0.334, atom 26 (C): -1.127, atom 27 (C): -0.594, atom 28 (C): -0.131, atom 29 (C): 0.285, atom 30 (C): 0.424, atom 31 (H): 0.235, atom 32 (H): 0.213, atom 33 (H): 0.236, atom 34 (H): 0.211, atom 35 (H): 0.229, atom 36 (H): 0.215, atom 37 (H): 0.225, atom 38 (H): 0.243, atom 39 (H): 0.219, atom 40 (H): 0.266, atom 41 (H): 0.225, atom 42 (H): 0.234, atom 43 (H): 0.211, atom 44 (H): 0.233, atom 45 (H): 0.210, atom 46 (H): 0.229, atom 47 (H): 0.205, atom 48 (H): 0.244, atom 49 (H): 0.230


Entry 4:
A single C20H19N3O2 molecule. Source: OMol25; level of theory: wB97M-V/def2-TZVPD.

Element x y z (Å)
O (-3.27497, 0.47173, -0.29070)
O (0.22951, 2.97424, -2.46544)
N (-1.67820, -0.05064, 1.25916)
N (-0.55472, 0.85104, -2.20458)
N (0.68250, -0.78012, -1.06239)
C (-1.70922, 1.19268, 1.99092)
C (-0.83600, -1.12378, 1.53257)
C (-2.05068, -1.65288, -0.40875)
C (0.58370, -3.47126, 1.69014)
C (1.56404, 1.45504, -1.23322)
C (2.56855, 2.37328, -0.91871)
C (3.65044, 1.97351, -0.16907)
C (1.66287, 0.12766, -0.78845)
C (0.08179, -1.27101, 2.55350)
C (-0.36619, -0.40676, -1.70630)
C (2.76879, -0.26386, -0.02510)
C (0.79093, -2.46296, 2.61547)
C (-2.44597, -0.28891, 0.16073)
C (0.40163, 1.85961, -2.01149)
C (-0.33698, -3.31261, 0.66164)
C (-0.55863, 2.11210, 1.58986)
C (3.74626, 0.65455, 0.27798)
C (-1.44977, -1.44414, -1.81747)
C (-1.74596, 1.22344, -2.94515)
C (-1.04174, -2.13364, 0.58685)
H (4.59923, 0.35526, 0.86968)
H (2.46628, 3.38738, -1.27441)
H (-0.99867, -2.38067, -2.14650)
H (-2.23791, -1.15413, -2.50675)
H (0.39869, 1.60941, 1.71417)
H (1.51767, -2.60136, 3.40225)
H (-1.84361, 0.61784, -3.84645)
H (1.14807, -4.38845, 1.76445)
H (-2.63297, 1.12418, -2.31914)
H (-0.56864, 3.00727, 2.20551)
H (2.81807, -1.28575, 0.31617)
H (-2.66598, 1.66964, 1.76165)
H (-0.49006, -4.09617, -0.06460)
H (-2.92250, -2.30715, -0.48570)
H (-1.66862, 0.96956, 3.06099)
H (-1.62471, 2.26867, -3.22941)
H (-0.65781, 2.41016, 0.54887)
H (0.25264, -0.49179, 3.27967)
H (4.42884, 2.67980, 0.07756)

Computed properties:
Relative energy (zero: lowest compared OMol25 entry of this formula, charge and spin): 3.4 kcal/mol
Total charge: 0
HOMO: -8.25 eV
SMILES: CCN1C(=O)[C@@H](Cc2nc3ccccc3c(=O)n2C)c2ccccc21

How positive or negative is each atom? The natural (NBO) charges in e answer that: atom 1 (O): -0.622, atom 2 (O): -0.611, atom 3 (N): -0.448, atom 4 (N): -0.431, atom 5 (N): -0.526, atom 6 (C): -0.219, atom 7 (C): 0.248, atom 8 (C): -0.318, atom 9 (C): -0.236, atom 10 (C): -0.221, atom 11 (C): -0.143, atom 12 (C): -0.233, atom 13 (C): 0.249, atom 14 (C): -0.287, atom 15 (C): 0.482, atom 16 (C): -0.237, atom 17 (C): -0.194, atom 18 (C): 0.701, atom 19 (C): 0.664, atom 20 (C): -0.171, atom 21 (C): -0.615, atom 22 (C): -0.181, atom 23 (C): -0.436, atom 24 (C): -0.446, atom 25 (C): -0.037, atom 26 (H): 0.215, atom 27 (H): 0.236, atom 28 (H): 0.244, atom 29 (H): 0.234, atom 30 (H): 0.212, atom 31 (H): 0.215, atom 32 (H): 0.198, atom 33 (H): 0.214, atom 34 (H): 0.243, atom 35 (H): 0.218, atom 36 (H): 0.230, atom 37 (H): 0.235, atom 38 (H): 0.212, atom 39 (H): 0.253, atom 40 (H): 0.199, atom 41 (H): 0.259, atom 42 (H): 0.216, atom 43 (H): 0.219, atom 44 (H): 0.216


Entry 5:
A single C20H19N3O2S molecule at a distorted geometry. Source: OMol25; level of theory: wB97M-V/def2-TZVPD.

Element x y z (Å)
S (1.65122, 1.64949, -0.01715)
O (-2.06216, 1.30574, 0.03313)
O (3.42549, 2.82275, -4.93090)
N (-0.70767, 1.05149, 1.84747)
N (0.41213, -1.42840, -3.15906)
N (-1.49532, 0.18041, 2.49300)
C (-3.17084, -1.65804, 3.83166)
C (-1.04431, 1.56044, 0.62436)
C (-2.27869, -2.64083, 6.26813)
C (1.50761, -0.22718, -4.88675)
C (-1.50143, -1.73946, 5.56614)
C (-3.49894, -3.05205, 5.75677)
C (0.48327, -0.66776, -0.90259)
C (1.15405, -0.37081, -3.52739)
C (3.90397, 3.83960, -4.08370)
C (-1.93916, -1.23759, 4.34004)
C (0.02679, 2.48800, 0.07702)
C (1.21404, 0.42851, -1.25968)
C (-3.94160, -2.55854, 4.53797)
C (-0.75917, -2.75786, -1.53460)
C (2.69018, 1.81966, -4.38570)
C (2.25233, 0.83435, -5.30213)
C (-1.12087, -0.29269, 3.61114)
C (1.59558, 0.62053, -2.60634)
C (2.36105, 1.71010, -3.05611)
C (0.08187, -1.58037, -1.90527)
H (0.19861, 1.30752, 2.25256)
H (-0.16263, -0.00373, 4.06597)
H (-0.24482, -3.37538, -0.79982)
H (-0.97071, -3.34868, -2.42040)
H (2.68254, 2.43804, -2.32734)
H (0.19551, -0.84844, 0.12120)
H (3.08215, 4.38420, -3.60788)
H (-4.10473, -3.75622, 6.30768)
H (-3.49734, -1.26137, 2.88357)
H (2.53123, 0.95832, -6.33679)
H (0.17508, 3.34551, 0.73360)
H (-1.69449, -2.41633, -1.09376)
H (-0.25460, 2.82624, -0.91964)
H (4.56826, 3.43845, -3.31172)
H (-4.89320, -2.88014, 4.14123)
H (1.16915, -0.98300, -5.57711)
H (-1.93331, -3.02433, 7.21703)
H (4.46341, 4.51921, -4.72429)
H (-0.54952, -1.41935, 5.96645)

Computed properties:
Relative energy (zero: lowest compared OMol25 entry of this formula, charge and spin): 19.4 kcal/mol
Total charge: 0
HOMO: -8.28 eV
SMILES: COc1ccc2nc(C)cc(SCC(=O)N/N=C/c3ccccc3)c2c1

How positive or negative is each atom? The natural (NBO) charges in e answer that: atom 1 (S): 0.196, atom 2 (O): -0.560, atom 3 (O): -0.488, atom 4 (N): -0.459, atom 5 (N): -0.408, atom 6 (N): -0.201, atom 7 (C): -0.119, atom 8 (C): 0.654, atom 9 (C): -0.215, atom 10 (C): -0.177, atom 11 (C): -0.180, atom 12 (C): -0.200, atom 13 (C): -0.277, atom 14 (C): 0.140, atom 15 (C): -0.252, atom 16 (C): -0.128, atom 17 (C): -0.618, atom 18 (C): -0.021, atom 19 (C): -0.227, atom 20 (C): -0.645, atom 21 (C): 0.296, atom 22 (C): -0.222, atom 23 (C): 0.050, atom 24 (C): -0.141, atom 25 (C): -0.274, atom 26 (C): 0.230, atom 27 (H): 0.375, atom 28 (H): 0.153, atom 29 (H): 0.219, atom 30 (H): 0.234, atom 31 (H): 0.225, atom 32 (H): 0.226, atom 33 (H): 0.177, atom 34 (H): 0.214, atom 35 (H): 0.227, atom 36 (H): 0.225, atom 37 (H): 0.243, atom 38 (H): 0.229, atom 39 (H): 0.253, atom 40 (H): 0.178, atom 41 (H): 0.215, atom 42 (H): 0.229, atom 43 (H): 0.215, atom 44 (H): 0.201, atom 45 (H): 0.208


no.,DFT total energy (hartree)
1,-1352.2388
2,-6187.4532
3,-3149.3808
4,-1088.3627
5,-1486.4534